Computed, not measured: a 2-piece molecular cluster, C3H6BrO2P overall in a non-equilibrium geometry, with ωB97M-V with the def2-TZVPD basis set.

Geometry as ORCA input:
```
! RIJCOSX wB97M-V def2-TZVPD def2/J DEFGRID3
* xyz 0 1
Br -1.9862 2.5372 0.7554
C 0.1698 -0.0833 -0.2585
H 1.2854 0.8303 -2.3321
H 0.4665 -0.6637 2.4531
C -0.5974 -0.5079 2.4805
O 1.0832 0.5408 0.1780
H 0.4160 -0.3059 -3.4559
P -1.2805 -0.6182 0.8290
C 0.8607 -0.1061 -2.5633
O -0.0796 -0.3859 -1.5234
H 1.6952 -0.7560 -2.4618
H -1.1216 -1.0311 3.2875
H -0.9115 0.5500 2.6115
*
```

As for the HOMO-LUMO gap (spin up / spin down): 6.31 / 7.30 eV. The energy above the lowest of the compared OMol25 structures with the same formula, charge and spin is 201.4 kJ/mol. As for the HOMO energy (spin up / spin down): -0.3352 / -0.3520 Ha. The LUMO energy (spin up / spin down) is -2.8 / -2.3 eV. Its molar mass is 185.0 g mol⁻¹.

---

Computed, not measured: a 2-piece molecular cluster, C4H8O2 overall, with ωB97M-V with the def2-TZVPD basis set.

Geometry as ORCA input:
```
! RIJCOSX wB97M-V def2-TZVPD def2/J DEFGRID3
* xyz 0 1
O -0.1728 1.6202 0.5477
C -0.8259 -0.9480 -1.2906
H -0.8947 -0.4619 -2.2612
O 2.3617 -0.8175 0.8275
H -0.7071 0.9581 0.0826
H 0.1387 -1.3777 -1.0261
H -1.8063 -1.5065 0.4997
C 1.4702 -0.0634 1.1358
H -2.8375 -0.5945 -0.7375
C 1.1720 1.2409 0.4192
H 1.5178 1.1555 -0.6216
H 1.7662 2.0288 0.8980
H 0.7887 -0.2778 1.9888
C -1.8717 -1.0168 -0.4695
*
```

Its structure (SMILES) is O=CCO.C=C. As for the HOMO-LUMO gap: 10.84 eV. The energy above the lowest of the compared OMol25 structures with the same formula, charge and spin is 218.7 kJ/mol. As for the HOMO energy: -0.3624 Ha. The LUMO energy is 1.0 eV. Its molar mass is 88.1 g mol⁻¹.

---

Computed, not measured: a 9-piece molecular cluster, C37H56F30N10O23S10 overall in a non-equilibrium geometry, with ωB97M-V with the def2-TZVPD basis set.

Geometry as ORCA input:
```
! RIJCOSX wB97M-V def2-TZVPD def2/J DEFGRID3
* xyz 0 1
C -2.1801 2.8984 2.0246
H 5.8053 -2.7459 -1.3726
H -4.8503 3.1809 3.7933
O -5.2941 -3.5449 -4.3982
O 0.5480 5.7323 -6.6620
H 1.4512 3.0522 3.9604
H -0.0317 -0.5621 -3.9717
F 5.0333 1.4231 1.2072
C 3.2080 4.1858 3.5561
H -2.5143 2.0017 1.5095
C -0.8567 3.2869 2.0883
H 2.3143 -2.5150 -1.4854
H -2.0474 1.3658 -6.1002
O -1.9899 3.5355 -3.5873
N 3.6988 5.3029 2.9817
H 6.0837 -1.8254 0.1123
C -1.1052 5.5694 -2.1302
H 5.7693 4.6818 3.1684
C -1.4270 -3.3278 4.8403
N -1.2410 5.5722 -4.8784
C -2.4973 0.5513 -3.4729
O -1.6966 -0.8841 -0.4842
F 3.1456 1.9047 -0.6726
C -1.9872 5.3985 -7.4915
C -4.4810 3.0672 2.7779
C 4.0769 -0.8245 -1.2370
S -4.7196 -1.3587 3.8404
C 2.8790 6.1630 2.3637
O -0.3915 3.5265 -6.3611
O -0.3985 -2.1150 -6.3410
C -3.1950 -0.9436 -5.2686
H -0.3673 -1.0318 5.1495
H -3.5798 5.2939 3.8336
H -2.7756 -1.6104 -6.0163
H 2.9769 -3.9348 -0.6107
O -3.0709 -3.0233 -2.5709
F -2.1996 6.7052 -7.4780
H -1.6929 1.2368 -3.2185
S 0.5758 1.1499 -1.0709
F -5.1351 -0.9377 6.4267
F -4.7414 -6.4446 -6.6033
H 5.5083 6.0451 2.1750
H 4.5045 -1.0175 -2.2162
N -5.8416 -1.2348 2.6101
C -0.0674 -2.4005 1.0751
O -3.6098 -0.4427 3.6722
F -0.6579 4.8559 -1.1053
N 0.7815 -0.4922 -0.5614
H 3.1690 -2.7458 1.4039
O 7.5071 3.6054 -0.6224
S -0.5249 -0.7108 0.3127
F 6.8214 2.3495 2.0488
F -1.1925 -2.9158 1.5696
F -1.7728 -5.0391 -0.6970
C -0.6631 -2.4408 -4.9735
S -3.1621 -4.4496 -2.7870
H -1.2268 6.2520 3.5076
H 0.6473 -1.3612 6.6402
C 3.5827 -1.8452 0.9594
C -6.2665 -1.5967 -0.0557
H 0.9492 6.5756 1.6184
C 0.0563 -4.0102 6.7103
C 3.2156 -3.0440 -1.1786
H 6.7432 -4.0677 0.4740
S 8.2639 1.2108 -2.2887
H 0.1551 -3.0014 -4.5186
O -0.6366 1.8608 -0.7656
F -1.6512 4.9970 -8.7177
H 3.0871 -0.4093 -1.3904
O 5.5548 2.4839 -1.5855
H 5.0839 -5.7148 0.7582
H 3.9129 3.6265 4.1514
N 4.0893 -2.0723 -0.4085
H 0.5248 -2.2474 -6.5657
O -2.2743 -4.5012 8.1310
O 9.5791 0.6480 -2.2897
H -3.7985 -0.1226 -5.6480
C 5.1522 5.5718 3.0874
H -3.6090 -3.4832 6.8819
C 1.9583 2.1654 -0.1705
C -2.8155 -3.3033 7.6099
C 0.9692 4.7780 2.8152
O -0.5280 0.1538 1.4615
H -0.5243 -4.9173 6.6140
O -4.4896 0.0443 0.9680
O 0.3930 4.0818 -3.6941
C 7.1897 -0.0780 -3.2226
C -0.4657 4.4170 2.7466
F -6.7420 -2.8367 0.0325
H -1.8353 -2.4293 4.3853
F 1.9680 1.8533 1.1578
C 5.9253 2.4280 1.0648
F -5.6586 -1.4652 -1.2223
F -0.4346 6.7140 -2.2506
F -6.5369 -5.6623 -5.6776
H -1.2917 -1.5600 -3.2067
N -3.0933 3.6090 2.6903
C -5.2470 -5.9374 -5.4843
H -2.2339 -3.9801 5.1657
H 5.5264 -3.5290 1.6079
S -0.9760 4.5559 -3.7328
N 7.5375 1.1086 -0.7330
F -1.2903 -6.3459 -2.3546
F -0.4895 -4.3439 -2.3044
H -2.6381 -0.1477 -2.6530
H 4.7183 -0.1162 -0.7157
H 0.2527 -3.7338 7.7408
F 5.9711 0.4312 -3.3712
O -3.9921 -2.3437 1.2449
H 3.7312 -3.2745 -2.1087
F 5.2566 3.5795 1.2728
O 5.0682 -5.0200 0.0950
H -2.2117 -4.4317 9.0867
C -1.4956 5.2476 3.2056
H -1.1305 -1.9676 7.9259
N -2.0071 -0.2398 -4.6550
O -4.1949 -5.1815 -2.1014
H -0.9600 0.0763 -6.4750
C -2.7804 4.7575 3.3474
S -4.9689 -1.2939 1.2799
F 7.0889 -1.2399 -2.5639
H 2.7839 -1.1062 0.8702
O 8.0841 2.4217 -3.0206
H -3.3791 1.0835 -3.8143
H 4.2693 -1.3824 1.6685
O -4.3769 -2.7358 4.1145
C 5.5122 -2.6433 -0.3323
F -5.1355 -6.7903 -4.4730
O 0.9287 1.1981 -2.4532
C -1.5738 -5.0868 -2.0157
F -6.9546 -1.3286 5.2934
O -3.8073 -3.8557 -6.3408
H -0.1785 2.5582 1.6569
H 3.3620 7.0515 1.9826
H -5.0891 3.5547 2.0204
F -7.2461 -0.7075 0.0644
N -2.9979 -4.9273 -4.2709
C 5.6763 -3.8262 0.5680
H -3.8132 -1.5404 -4.6021
F -3.0882 4.7269 -7.1658
F 1.7445 3.4724 -0.2458
H -3.3723 -2.8273 8.4231
H -1.5437 -3.0807 -4.9350
S -0.5887 4.9473 -6.2833
F -6.0181 0.5781 5.0875
C -1.3428 0.6646 -5.6490
C -0.9079 -1.1788 -4.1567
H 1.0021 -2.1814 5.1109
F -2.3920 5.8554 -1.9152
S -4.3118 -4.3318 -5.0813
H 5.2456 6.2185 3.9575
H 0.9892 -4.0198 6.1514
C -5.7764 -0.7239 5.2710
H -0.7355 -3.9168 4.2446
S 6.6742 2.4309 -0.6719
H -2.1709 -1.4358 6.6711
C -1.7469 -2.3435 7.1063
C 0.2126 -1.7514 5.7225
C 1.5388 5.9039 2.2288
F 0.7498 -2.2246 2.1390
H -0.6067 1.3152 -5.1825
H -4.4478 1.9943 2.5769
F 7.7306 -0.2955 -4.4114
F 0.4124 -3.2687 0.1922
C 1.8659 3.9018 3.4343
N -0.7368 -2.8607 6.0817
*
```

As for the HOMO-LUMO gap: 4.91 eV. As for the HOMO energy: -0.3017 Ha. The LUMO energy is -3.3 eV. Its molar mass is 1899.5 g mol⁻¹.

---

Computed, not measured: a 3-piece molecular cluster, C30H74IN10O7P3S overall in a non-equilibrium geometry, with ωB97M-V with the def2-TZVPD basis set.

Geometry as ORCA input:
```
! RIJCOSX wB97M-V def2-TZVPD def2/J DEFGRID3
* xyz 0 1
H -0.7893 1.0209 2.7700
H -2.6964 0.8079 -0.9183
H -0.2364 1.4348 -4.3452
H -2.8013 -4.9033 0.7006
C -6.2615 -6.2944 4.0493
H -1.2892 -2.6958 5.0006
C 5.7063 4.0652 3.4396
C -1.3923 -2.1089 0.7756
N -5.9094 -5.3145 5.1855
P -1.1786 4.2613 -5.1056
H 3.3089 7.1190 2.3140
H 0.4581 -3.6256 3.9619
I 2.8296 -2.0615 -1.5764
H 2.5662 -5.8392 3.5167
C -0.4228 1.6128 -5.4085
H -8.0746 -6.1715 4.7753
H 1.4127 4.7218 -3.4233
C -1.0495 -1.5603 5.1507
H 6.5279 4.8738 -0.5453
N 0.4203 4.8117 -5.2972
H 2.4963 -7.7373 4.0093
C -1.7508 -0.6795 3.9393
C -3.0687 -4.1637 1.5724
H 1.4169 5.8714 2.8091
H 5.4277 1.3810 3.1456
H 0.5191 1.8493 -5.8968
C -4.6818 -4.4336 1.9235
H -3.4363 -1.9572 1.9995
C 1.7717 5.0335 2.2001
H 2.2879 -4.8107 1.1676
H 6.4438 3.1692 -0.0393
H 1.1009 3.7867 -7.0329
O 4.2608 2.0730 0.9432
C 0.9643 -4.9891 -0.6808
H -4.1949 -6.7080 3.6259
C 4.6099 1.9695 3.5770
H 1.4228 4.1172 2.6877
H 2.0316 -5.3411 -1.0882
O -2.1745 -3.2401 -2.6306
C -0.8020 -0.1693 2.6686
O -1.0127 3.8450 -3.6236
C 1.2450 -7.0537 2.1067
H -1.4356 4.4118 -8.8911
H -3.6759 -2.3919 0.1827
H -1.2643 2.0869 -1.1430
H -6.2306 -6.0346 1.4066
H -5.4008 -3.7595 1.2925
H -4.4719 -6.6522 1.0788
H -0.7292 3.0922 -8.0045
H 0.1080 -1.3132 5.1598
H -3.5257 2.8173 -5.5644
H 4.5982 4.9109 -1.7270
H -0.5977 -6.2015 1.0750
H -2.2658 1.9797 0.4935
H 1.9538 3.3736 -5.5317
H 0.4883 -7.9767 2.1299
N -1.3693 4.7398 -6.8095
C -2.7359 2.1291 -5.2409
O -0.8082 0.3738 0.1387
C 1.1528 -4.5888 0.8697
H 3.3245 6.5768 0.6306
H -2.1591 6.5874 -6.1615
H -2.2047 -4.1031 -3.1657
H 0.3090 6.1016 -3.6195
H 0.9999 -6.4991 4.3401
N 3.2329 5.0241 2.0889
N -3.0857 -0.3836 4.0867
H -2.5035 -4.4150 2.5906
C -2.3553 5.8186 -6.9162
H -2.3105 6.3138 -7.8919
S 1.5117 -3.1038 3.1691
H -1.4568 -1.1634 6.1990
H 4.1887 3.2048 -1.4377
O 3.2201 -1.3463 1.6308
N -1.4195 2.6518 -5.6231
H -2.4912 3.3397 -7.9615
H 5.6683 5.1150 3.1476
C 0.2859 -5.7357 1.7297
H 3.2961 -0.3698 1.8445
H 0.3059 -0.5076 2.8295
H 0.6143 -4.1567 -1.4195
N -5.1404 -6.7546 3.1422
H -1.9825 -1.4084 -1.3581
H 1.8643 6.1127 -4.4313
C -2.9687 -2.5894 1.1246
H 5.7536 4.0749 4.5351
O -1.9166 -3.5378 -1.3661
H -4.8771 -5.1803 5.1115
H -3.3694 5.4376 -6.7561
C -1.3192 -2.2612 -0.8490
H 2.0231 -7.2996 1.2681
N 4.6878 4.3115 0.3154
C 1.4629 4.1810 -6.0830
N 4.5551 3.3091 2.9863
C -1.5201 3.8462 -7.9552
H 1.3055 5.0893 1.2106
H 4.7705 6.4395 1.6593
C 1.8769 -6.8104 3.5993
P 1.7805 -1.6287 0.6151
N -7.5761 -6.6935 3.9936
H 3.0493 4.4954 -1.0068
H 0.2578 -5.9270 -0.8970
H -2.9432 1.1659 -5.7195
H 6.6436 3.6333 3.0765
C -1.7906 1.3475 -0.3776
C 3.6814 6.3393 1.6384
C -1.4343 -0.4897 1.1949
C 6.1346 4.1879 0.2134
H -0.2612 -2.1653 -1.3305
C 1.0342 5.4625 -4.1370
H 6.6318 4.4895 1.1318
H -4.7815 -4.1399 3.0765
H 3.6702 1.4303 3.4084
P 3.7826 3.4458 1.4762
O -0.5873 -2.9543 1.5919
C 0.8264 -3.0794 1.3595
H -2.5668 -0.1119 1.2335
H -2.8219 2.0011 -4.1544
H -3.3801 0.2114 3.2622
H -0.2388 -5.3044 2.6801
H -0.7400 0.6722 -5.8729
C -5.1129 -6.0134 1.8214
H 4.7512 2.0121 4.6617
H 2.2364 4.9101 -6.3525
H -6.3284 -4.3908 4.8809
C 4.1104 4.2207 -1.0301
*
```

Its structure (SMILES) is [H]/N=C(/C)C[C@@H](OC)[C@@](CCCCN/C(N)=N/[H])(COO)O[C@@](S)([C@H](C)CCC)P(O)I.CN(C)P(=O)(N(C)C)N(C)C.CN(C)P(=O)(N(C)C)N(C)C. As for the HOMO-LUMO gap: 7.13 eV. As for the HOMO energy: -0.3035 Ha. The LUMO energy is -1.1 eV. Its molar mass is 938.9 g mol⁻¹.

---

Computed, not measured: a 2-piece molecular cluster, C3H5N2O2 overall in a non-equilibrium geometry, with ωB97M-V with the def2-TZVPD basis set.

Geometry as ORCA input:
```
! RIJCOSX wB97M-V def2-TZVPD def2/J DEFGRID3
* xyz 1 1
C -2.6896 3.5293 -2.0681
C -2.0210 1.8394 -0.5681
N -2.5587 2.8533 -1.0446
C 1.7693 -1.7385 0.7809
N -0.1953 -0.9778 -0.2286
O -1.9882 0.9769 0.2004
H -1.1521 -1.1812 -0.4263
H 1.8059 -1.3930 1.9080
O 0.3942 -1.9408 0.4591
H -3.3860 4.3207 -2.3086
H 2.2758 -2.7470 0.8630
H 2.4310 -1.0746 0.1429
*
```

As for the HOMO-LUMO gap (spin up / spin down): 6.15 / 3.78 eV. The energy above the lowest of the compared OMol25 structures with the same formula, charge and spin is 778.0 kJ/mol. As for the HOMO energy (spin up / spin down): -0.4982 / -0.4283 Ha. The LUMO energy (spin up / spin down) is -7.4 / -7.9 eV. Its molar mass is 101.1 g mol⁻¹.

---

Computed, not measured: a 2-piece molecular cluster, C4H11OP overall in a non-equilibrium geometry, with ωB97M-V with the def2-TZVPD basis set.

Geometry as ORCA input:
```
! RIJCOSX wB97M-V def2-TZVPD def2/J DEFGRID3
* xyz 0 1
H -0.8849 -2.1736 -0.4043
H -0.4307 0.4868 2.0727
H -1.7205 1.9631 -1.3035
H 2.2150 -1.0884 0.2845
H -1.3181 -1.0599 1.8123
H 0.5961 0.7937 -1.7169
C 2.5552 -0.1785 -0.3407
C -1.8190 1.5753 -0.3284
H -2.8109 1.4472 0.0269
P 1.0021 0.9276 -0.3780
O -0.3178 -1.3739 -0.7617
C -0.2714 -0.3042 0.1356
H 0.5498 -1.0062 2.1640
H 3.3217 0.2548 0.3953
C -0.3949 -0.5256 1.6328
H -1.1705 2.1043 0.3943
H 2.9957 -0.4005 -1.3681
*
```

As for the HOMO-LUMO gap (spin up / spin down): 8.40 / 8.31 eV. The energy above the lowest of the compared OMol25 structures with the same formula, charge and spin is 439.5 kJ/mol. As for the HOMO energy (spin up / spin down): -0.2866 / -0.2839 Ha. The LUMO energy (spin up / spin down) is 0.6 / 0.6 eV. Its molar mass is 106.1 g mol⁻¹.